DFT (ωB97M-V/def2-TZVPD) results for C32H27N10O3STeW as an isolated structure.

The geometry in XYZ format:
```
75
Properties=species:S:1:pos:R:3:mulliken_charge:R:1
W 1.00617 -0.09372 0.96721 -0.414
O -1.45412 -3.98868 1.43873 -0.730
C -0.70580 -4.53709 0.46882 0.261
C -0.86299 -5.89604 0.19322 -0.697
C -0.10713 -6.49345 -0.79690 -0.331
C 0.82562 -5.76176 -1.52892 -0.884
C 0.98967 -4.41774 -1.25543 -0.366
C 0.23123 -3.79159 -0.26846 0.117
C 0.43084 -2.36942 0.04402 1.362
O 1.43540 -1.70523 -0.49383 -0.785
N -0.29839 -1.70298 0.87660 -0.507
N -0.39288 1.13877 1.60772 0.323
C -0.95857 2.23384 1.36072 -1.143
C -0.45984 3.32598 0.47593 1.486
C -1.13242 4.54462 0.47333 -0.877
C -0.63633 5.58448 -0.29191 -0.624
C 0.51847 5.37753 -1.02853 -0.788
C 1.11531 4.12543 -0.97269 -0.374
N 0.64343 3.11933 -0.24918 0.643
H -1.18307 -3.03064 1.51574 0.384
H -1.58387 -6.45907 0.77103 0.443
H -0.24233 -7.54840 -1.00166 0.373
H 1.41594 -6.24200 -2.29760 0.409
H 1.71368 -3.82011 -1.79405 0.464
H -1.85111 2.52693 1.92725 0.211
H -2.01808 4.67153 1.08205 0.466
H -1.13677 6.54415 -0.30579 0.420
H 0.94804 6.16179 -1.63659 0.456
H 2.01784 3.92243 -1.54293 0.364
N -2.24024 -0.15794 -0.30356 -0.012
C -1.40492 0.30929 -1.21994 -0.113
N -1.93478 0.69955 -2.38420 -0.854
C -1.08194 1.10097 -3.30961 0.117
N -1.57664 1.52760 -4.48393 -0.361
N 0.26056 1.12118 -3.17743 -0.789
C 0.68474 0.77668 -1.98665 -0.304
N -0.06713 0.39688 -0.95112 0.615
C 2.13825 0.85073 -1.74185 1.206
C 3.00814 1.18675 -2.76177 -0.554
C 4.35653 1.30233 -2.47631 -0.624
C 4.77694 1.09015 -1.17654 -1.186
C 3.84615 0.75337 -0.21017 -0.222
N 2.54484 0.62219 -0.48519 0.802
H -3.19184 -0.28932 -0.60046 0.310
H -1.85398 -0.69586 0.47252 0.364
H -2.56073 1.44326 -4.65924 0.260
H -0.94093 1.74718 -5.22769 0.237
H 2.60367 1.35610 -3.74770 0.559
H 5.06318 1.55865 -3.25407 0.464
H 5.81585 1.17780 -0.89374 0.451
H 4.14305 0.58543 0.81241 0.427
O 0.43368 -0.86244 3.12872 -0.703
N 1.31957 -1.35846 3.95492 0.385
C 0.95606 -1.51343 5.24626 -0.292
C 1.82241 -2.04051 6.16484 -0.765
C 3.10358 -2.40864 5.75358 -0.297
C 3.46193 -2.22773 4.43982 -0.995
C 2.55659 -1.68859 3.52136 0.961
S 2.89832 -1.48481 1.84703 -0.437
H -0.05209 -1.19156 5.45431 0.476
H 1.49784 -2.15495 7.18830 0.407
H 3.80915 -2.82507 6.45905 0.384
H 4.44568 -2.49051 4.07915 0.431
Te 2.45205 1.60539 2.86486 0.236
C 1.36550 3.39825 3.12314 -0.041
C 0.20092 3.40883 3.89015 -0.318
C -0.50073 4.58956 4.09620 -0.583
C -0.04081 5.77908 3.54898 -0.525
C 1.12345 5.78114 2.79321 -0.571
C 1.81738 4.59879 2.57887 -0.273
H -0.16000 2.48169 4.31846 0.414
H -1.40450 4.57992 4.69340 0.409
H -0.58337 6.70142 3.71527 0.408
H 1.49103 6.70554 2.36422 0.417
H 2.72002 4.60581 1.98031 0.415
```

Output
- HOMO energy (spin up / spin down): -6.67 / -7.04 eV
- E: -74621.7219 eV
- ΔE to the lowest compared entry with this formula, charge and spin: 96.9 kJ/mol
- ⟨S²⟩: 0.765
- Charge: 0
- Multiplicity: 2

=====

DFT (ωB97M-V/def2-TZVPD) results for one molecule with the formula C2H5N3OS in a non-equilibrium geometry.

The geometry in XYZ format:
```
12
Properties=species:S:1:pos:R:3:mulliken_charge:R:1
N -1.65540 -0.86081 0.03718 -0.488
N -0.37621 -1.02089 -0.51283 -0.491
C 0.49723 -0.15656 -0.29260 0.415
N 1.76985 -0.26098 -0.81933 -0.455
C 0.44715 1.15362 0.57807 0.510
O 1.46377 1.58853 1.10513 -0.530
S -1.07914 2.05076 0.69329 -0.213
H -2.23316 -1.60098 -0.35700 0.243
H -1.60820 -1.05392 1.04100 0.246
H 2.53887 0.23423 -0.37560 0.231
H 2.03378 -1.12996 -1.25105 0.252
H -1.79852 1.05696 0.15372 0.280
```

Output
- HOMO energy: -8.82 eV
- E: -19507.0127 eV
- ΔE to the lowest compared entry with this formula, charge and spin: 187.0 kJ/mol
- Charge: 0

=====

DFT (ωB97M-V/def2-TZVPD) results for a 3-piece molecular cluster, C21H40F4O11 overall in a non-equilibrium geometry.

The geometry in XYZ format:
```
76
Properties=species:S:1:pos:R:3:mulliken_charge:R:1
C 1.46102 -2.30651 1.25390 -0.712
C 2.31658 -0.95978 0.75618 -0.230
O 1.72752 0.21530 1.42205 -0.298
C 1.66014 1.37879 0.51476 0.295
O 2.80937 1.95818 0.12441 -0.540
C 0.16586 1.96718 0.04790 -0.436
C -0.97246 1.08343 0.87388 -0.116
C -2.51711 1.39858 0.41578 -0.297
O -3.45799 1.53836 1.55261 -0.305
C -4.80787 1.43130 0.90732 0.616
O -5.08481 2.34584 -0.02498 -0.491
O -5.70115 0.37372 1.40175 -0.247
C -6.74500 0.01574 0.42988 0.764
F -7.78608 1.09697 0.25758 -0.262
F -6.12701 -0.35893 -0.89554 -0.268
C -7.62596 -1.33448 0.87646 0.361
F -8.65335 -1.50110 -0.20789 -0.263
F -8.38103 -1.03862 2.11623 -0.243
H 1.13410 -2.94886 0.32891 0.185
H 0.48051 -1.95743 1.83230 0.187
H 2.14687 -2.96512 1.97352 0.335
H 2.29142 -0.90021 -0.41669 0.267
H 3.44273 -1.09393 1.10561 0.234
H 0.13432 3.11662 0.33680 0.326
H 0.06951 1.84390 -1.13368 0.295
H -0.82620 1.27713 2.02726 0.305
H -0.74894 -0.05147 0.63217 -0.041
H -2.89420 0.44293 -0.19104 0.261
H -2.48315 2.33215 -0.29523 0.219
H -6.97366 -2.30921 0.92005 0.085
C -5.38596 -5.67122 1.79356 -0.763
O -4.32580 -5.96883 0.89592 -0.306
C -3.87199 -4.82276 0.17480 -0.420
C -2.34260 -4.80758 0.07386 -0.374
O -1.66244 -4.53219 1.30515 -0.385
C -1.71892 -5.55174 2.31123 -0.283
C -0.95768 -6.83596 1.96583 -0.565
O -1.64393 -7.57805 0.95892 -0.283
C -0.77723 -8.17843 0.01381 -0.804
H -6.31950 -5.53360 1.23944 0.299
H -5.49909 -6.51713 2.47534 0.231
H -5.16432 -4.78343 2.39379 0.362
H -4.21129 -3.89367 0.64336 0.204
H -4.29991 -4.88157 -0.82877 0.432
H -2.06544 -3.98979 -0.60095 0.441
H -1.95984 -5.71795 -0.38847 0.089
H -2.75038 -5.75697 2.59902 0.055
H -1.24289 -5.11164 3.19606 0.412
H -0.89603 -7.47170 2.85199 0.411
H 0.06073 -6.57700 1.64702 0.326
H -0.01430 -7.47314 -0.33121 0.362
H -1.37328 -8.47995 -0.85118 0.233
H -0.30489 -9.06470 0.44883 0.319
C 7.68301 6.50232 -0.31667 -0.828
O 6.82081 5.65572 -1.06377 -0.279
C 5.91547 4.92047 -0.23963 -0.603
C 4.51566 4.87906 -0.86272 -0.020
O 3.81202 6.12765 -0.84165 -0.462
C 4.31024 7.15946 -1.70306 -0.256
C 4.14233 6.88092 -3.20046 -0.567
O 5.05045 5.86955 -3.63399 -0.277
C 4.48868 4.97660 -4.57841 -0.801
H 8.46189 5.90839 0.17126 0.324
H 8.15302 7.20303 -1.01041 0.231
H 7.12740 7.08516 0.42438 0.371
H 5.84983 5.34866 0.76547 0.354
H 6.30525 3.90301 -0.15846 0.376
H 3.90828 4.19252 -0.26212 0.301
H 4.53415 4.45824 -1.86851 0.026
H 5.34043 7.41241 -1.45088 0.068
H 3.71572 8.04930 -1.46236 0.419
H 4.37104 7.78662 -3.76674 0.403
H 3.10100 6.59495 -3.39968 0.330
H 3.49396 4.64170 -4.26715 0.357
H 5.13536 4.09791 -4.64259 0.231
H 4.43703 5.45490 -5.56147 0.320
```

Output
- HOMO energy: -8.86 eV
- E: -55806.3210 eV
- Charge: 0

=====

DFT (ωB97M-V/def2-TZVPD) results for C41H43N8PtSi4Te as an isolated structure in a non-equilibrium geometry.

The geometry in XYZ format:
```
98
Properties=species:S:1:pos:R:3:mulliken_charge:R:1
Pt -0.72320 -0.22320 0.00120 0.518
C 0.10360 -0.70390 -6.45810 -0.761
C -0.29750 0.63490 -6.45100 -0.610
C -0.63880 1.27780 -5.27870 -0.180
C -0.60090 0.53670 -4.10630 0.349
C -0.85880 0.88480 -2.73580 -0.063
N -1.17400 2.11170 -2.36230 -0.545
C -1.34560 2.47370 -1.11190 -0.231
C -1.51070 3.84960 -0.70590 0.451
C -1.55560 5.03800 -1.41950 -0.326
C -1.64010 6.21760 -0.70200 -0.568
C -1.67670 6.21690 0.69450 -0.589
C -1.62600 5.03600 1.41390 -0.281
C -1.54180 3.84740 0.70340 0.423
C -1.39190 2.47020 1.11220 -0.216
N -1.26350 2.10080 2.36570 -0.553
C -0.96510 0.87040 2.74120 -0.100
N -0.78180 -0.23630 1.96160 -0.281
C -0.43200 -1.29650 2.74390 -0.288
N -0.25190 -2.55380 2.36930 -0.496
C -0.25180 -2.94570 1.11210 -0.289
N -0.28970 -2.16090 -0.00330 -0.421
C -0.19130 -2.94160 -1.12110 -0.057
N -0.14100 -2.53760 -2.37370 -0.495
C -0.31120 -1.27810 -2.74540 -0.146
N -0.67380 -0.22110 -1.96000 -0.304
C -0.22530 -0.82650 -4.11200 0.310
C 0.14990 -1.44740 -5.29570 -0.081
C -0.12040 -4.32750 -0.71110 0.316
C -0.04250 -5.52250 -1.41270 -0.169
C -0.00390 -6.70200 -0.69340 -0.665
C -0.04600 -6.70190 0.70130 -0.664
C -0.12750 -5.52030 1.41270 -0.224
C -0.16210 -4.32880 0.70150 0.520
C -0.35670 -0.85330 4.11320 0.340
C 0.02250 -1.48370 5.28990 -0.076
C -0.01380 -0.74740 6.45700 -0.668
C -0.41230 0.59210 6.45830 -0.601
C -0.75320 1.24490 5.29090 -0.188
C -0.72220 0.51260 4.11230 0.374
N -1.30290 1.68330 -0.00100 -0.246
H 0.38240 -1.15990 -7.39800 0.393
H -0.32540 1.17450 -7.38720 0.391
H -0.92240 2.32070 -5.26290 0.570
H -1.51340 5.02440 -2.49850 0.549
H -1.66870 7.16220 -1.23030 0.383
H -1.73380 7.16150 1.22050 0.379
H -1.63850 5.02300 2.49280 0.543
H 0.46790 -2.47890 -5.29030 0.530
H -0.00930 -5.52430 -2.49140 0.551
H 0.08190 -7.65080 -1.20580 0.393
H 0.00700 -7.64970 1.22140 0.388
H -0.16100 -5.51330 2.49150 0.549
H 0.34010 -2.51540 5.27400 0.522
H 0.27080 -1.20860 7.39290 0.397
H -0.43240 1.12610 7.39790 0.388
H -1.02770 2.29010 5.28470 0.554
C 7.15120 2.17910 0.41600 -1.143
Si 5.23740 2.20750 0.41910 0.412
C 4.71960 3.49900 -0.89170 -0.954
C 4.71170 2.88730 2.12680 -0.954
Si 4.05490 0.19300 0.00710 -0.025
Te 1.80920 1.29880 0.16820 -0.612
Si 4.46720 -1.40780 1.70180 0.625
C 6.33700 -1.72930 1.98300 -1.227
C 3.70280 -3.12210 1.34170 -0.665
C 3.76180 -0.85600 3.39040 -0.637
Si 4.47390 -0.63760 -2.16880 0.517
C 3.74360 -2.37780 -2.46550 -0.785
C 3.72960 0.50790 -3.50520 -0.638
C 6.34000 -0.78950 -2.58170 -1.217
H 7.55580 3.17480 0.57480 0.354
H 7.54070 1.81420 -0.52720 0.285
H 7.53900 1.53960 1.20040 0.297
H 5.16600 4.47850 -0.74370 0.389
H 3.64060 3.61520 -0.86310 0.181
H 4.98220 3.16120 -1.88880 0.221
H 5.14080 3.85710 2.36380 0.386
H 4.99120 2.19830 2.91750 0.212
H 3.63080 2.98540 2.14830 0.196
H 6.82910 -2.05570 1.07370 0.315
H 6.48620 -2.50410 2.72900 0.370
H 6.85370 -0.84110 2.32880 0.280
H 3.97650 -3.48540 0.35640 0.293
H 2.61920 -3.07280 1.37730 -0.187
H 4.01880 -3.87310 2.06200 0.446
H 4.06890 0.15440 3.64170 0.195
H 4.07430 -1.50730 4.20320 0.389
H 2.67670 -0.86500 3.36380 -0.131
H 2.65880 -2.35550 -2.43260 -0.091
H 4.07550 -3.07920 -1.70640 0.307
H 4.03370 -2.78600 -3.43060 0.450
H 2.64530 0.47440 -3.46990 -0.057
H 4.03240 0.22760 -4.51090 0.361
H 4.02360 1.54110 -3.34800 0.186
H 6.85930 -1.41490 -1.86420 0.306
H 6.83390 0.17560 -2.58790 0.287
H 6.47950 -1.23400 -3.56240 0.366
```

Output
- HOMO energy: -3.11 eV
- E: -97195.6822 eV
- Charge: -1